Formula: C16H43N7O8
Source: OMol25
Level of theory: wB97M-V/def2-TZVPD

## Properties
HOMO energy (spin up / spin down): -10.34 / -10.34 eV
Net charge: +1
Kohn-Sham gap (spin up / spin down): 7.26 / 3.04 eV
Multiplicity: 2
LUMO level (spin up / spin down): -3.1 / -7.3 eV
<S²>: 0.75

```
74
Properties=species:S:1:pos:R:3:forces:R:3
C -16.5489 17.7938 -11.9730 -0.8 0.0 1.2
C -16.8907 18.4988 -13.2711 2.1 1.8 -1.8
C -16.5301 17.5753 -14.4752 -1.0 -0.7 -0.4
C -17.5903 16.5043 -14.7134 0.8 0.1 0.4
C -18.9983 17.1017 -14.7646 0.8 0.2 1.4
C -19.4086 17.9166 -13.4656 -1.0 0.0 -2.3
N -18.3371 18.9769 -13.2315 -0.5 -2.4 1.7
O -18.7090 20.0485 -12.3552 1.2 -2.4 -1.9
C -20.7660 18.5849 -13.7818 0.5 0.8 -0.3
C -19.6867 16.9956 -12.2981 1.1 -0.2 1.7
C -15.9853 19.7427 -13.5578 -0.2 1.6 -0.3
H -15.4983 17.8945 -11.7007 0.0 0.2 -0.3
H -16.8061 16.7352 -11.9381 0.0 0.0 -0.4
H -17.1505 18.2512 -11.1875 0.3 0.1 0.4
H -16.2716 18.0506 -15.4214 -0.4 0.7 0.2
H -15.5962 17.0854 -14.1998 0.0 0.1 0.3
H -17.3721 15.8020 -13.9088 -1.0 -0.4 0.2
H -17.3324 15.9438 -15.6120 -0.3 0.1 -0.2
H -19.7098 16.2782 -14.8247 -0.3 0.3 -0.3
H -19.0737 17.8203 -15.5808 -0.1 -0.4 -0.3
H -20.7303 19.2616 -14.6355 0.4 0.3 0.0
H -21.4927 17.8529 -14.1344 0.1 -0.2 0.6
H -21.0927 19.1532 -12.9110 -0.4 -0.2 -0.1
H -19.6840 17.5771 -11.3762 -0.1 0.0 0.1
H -20.6479 16.4818 -12.3126 -0.1 0.3 -0.6
H -18.9362 16.2197 -12.1465 0.1 0.1 -0.2
H -15.3747 19.7171 -14.4604 0.3 -1.2 0.2
H -15.3308 20.1740 -12.8004 -0.4 -0.5 0.5
H -16.5625 20.5895 -13.9292 -0.7 0.2 0.5
H -18.8553 20.6684 -13.0735 -0.4 1.4 0.1
C -21.9572 19.5293 -9.0570 -2.1 1.0 -1.0
C -20.4994 19.1306 -9.1881 -1.8 0.5 0.6
O -19.8601 19.4733 -7.9520 0.7 -0.7 -1.2
O -22.7278 18.8313 -8.0818 1.0 -1.3 0.1
H -22.4475 19.4673 -10.0285 0.1 -0.7 -0.5
H -22.2604 20.5468 -8.8102 1.6 0.8 -0.1
H -20.0868 19.5572 -10.1023 0.4 1.3 0.6
H -20.4979 18.1058 -9.5593 0.2 -0.9 1.3
H -20.5349 19.3301 -7.2843 -0.2 -0.1 0.2
H -23.6501 19.0558 -8.2255 0.0 0.0 0.2
C -22.1393 18.7249 -3.4041 0.2 0.0 0.0
C -20.8825 17.8981 -3.4082 -0.9 -0.9 1.7
O -19.7289 18.7037 -3.4754 0.6 -0.3 -1.3
O -22.4414 19.1276 -4.7148 -0.3 0.1 -0.7
H -21.9535 19.6452 -2.8505 -0.2 0.0 0.8
H -22.9814 18.1670 -2.9943 0.0 0.2 0.0
H -21.0113 17.1118 -4.1520 0.8 0.5 -0.8
H -20.8439 17.2796 -2.5115 0.0 0.2 0.6
H -19.8671 19.5154 -2.9818 -0.1 -0.1 0.2
H -21.6069 19.4990 -5.0102 -0.1 0.2 -0.5
C -13.0561 19.4206 -7.4391 -2.2 -0.8 -4.1
O -12.9970 18.6650 -8.3910 1.0 -1.3 -1.5
N -12.6077 19.1657 -6.2817 2.2 -1.5 5.3
N -13.7755 20.5079 -7.5741 -2.4 4.3 -0.1
H -12.2511 18.2283 -6.1628 0.0 0.1 0.1
H -13.0925 19.5352 -5.4764 0.3 0.0 0.0
H -14.1619 20.8163 -8.4548 0.4 -0.7 0.0
H -14.0236 21.1506 -6.8355 0.5 -0.3 0.2
C -16.4886 17.4903 -6.4538 -0.1 1.0 0.3
O -15.6586 16.9158 -5.8012 1.5 -1.5 1.1
N -16.3286 17.7538 -7.7372 0.7 -0.5 -2.5
N -17.5597 18.0695 -5.9574 -3.2 1.1 1.9
H -15.4391 17.4192 -8.0791 -0.1 0.5 -0.6
H -16.9414 18.3985 -8.2157 0.5 -0.2 0.0
H -17.8203 18.0292 -4.9824 0.4 -0.3 0.0
H -18.3291 18.3976 -6.5235 0.4 0.0 -0.3
C -13.4830 16.0772 -2.8746 -0.5 1.2 4.5
O -12.8762 16.0483 -1.7825 -0.2 0.3 -1.9
N -14.3831 17.0109 -3.2207 -0.7 2.0 -0.7
N -13.6047 15.0507 -3.6720 1.1 -3.9 -2.5
H -14.5758 17.8664 -2.7197 0.5 -0.5 0.1
H -14.8438 16.8777 -4.1096 -0.3 0.4 0.1
H -13.0357 14.2379 -3.4831 0.0 0.3 0.1
H -13.9803 15.0856 -4.6089 -0.1 0.3 0.3
```
Positions in Å, forces in eV/Å.

***

Formula: C16H43N8O5P3
Source: OMol25
Level of theory: wB97M-V/def2-TZVPD

## Properties
SMILES string: CN(C)P(=O)(N(C)C)N(C)C.CN(C)P(=O)(N(C)C)N(C)C.C#CCN(N)C(=O)O[PH2]=O
HOMO energy: -8.20 eV
Kohn-Sham gap: 7.37 eV
LUMO level: -0.8 eV

```
75
Properties=species:S:1:pos:R:3:forces:R:3
C 4.0627 0.1781 0.7326 -0.2 -0.5 -0.6
N 3.4218 0.0909 2.0261 0.5 0.3 0.5
C 4.3606 -0.4737 2.9914 -0.3 -0.1 0.5
P 1.7869 -0.3445 2.3406 1.1 5.9 -4.6
O 1.5899 0.5727 3.5417 -0.4 -3.6 1.9
N 0.6602 0.5218 1.3224 -0.4 0.3 -0.5
C 1.0919 1.7040 0.5827 0.5 -0.1 -0.2
C -0.5947 0.8459 2.0101 0.1 -0.4 0.2
N 1.8415 -1.6842 1.1539 -0.6 -2.4 2.5
C 1.2542 -1.6213 -0.1718 -0.5 0.6 -0.3
C 1.4137 -2.9432 1.8016 0.4 -0.1 0.1
H 4.2859 -0.8058 0.2945 0.0 0.0 0.0
H 5.0089 0.7174 0.8235 0.0 0.0 0.3
H 3.4826 0.7474 0.0109 -0.2 -0.1 0.1
H 4.5435 -1.5416 2.7976 0.2 0.0 0.0
H 3.9756 -0.3781 4.0088 -0.1 0.0 -0.1
H 5.3168 0.0522 2.9672 -0.1 0.0 -0.2
H 1.6857 2.3929 1.1958 0.0 0.1 0.0
H 0.2318 2.2484 0.1894 -0.1 -0.1 0.2
H 1.6618 1.4303 -0.3060 0.1 0.0 0.0
H -0.5022 1.7326 2.6460 0.0 0.0 0.1
H -0.9199 0.0118 2.6378 0.0 0.1 0.1
H -1.3872 1.0192 1.2784 0.1 0.0 -0.1
H 0.1704 -1.4811 -0.1538 0.0 0.1 -0.1
H 1.4570 -2.5557 -0.7065 0.2 -0.2 0.4
H 1.7090 -0.8391 -0.7772 -0.1 0.2 0.2
H 0.3378 -2.9398 2.0147 0.0 -0.2 -0.1
H 1.9448 -3.0775 2.7509 0.0 0.0 0.0
H 1.6462 -3.8101 1.1805 0.0 0.1 -0.1
C 0.3378 1.1346 -6.9662 -0.5 -0.5 -0.3
N 0.8001 0.9779 -5.6054 0.7 0.4 -0.1
C 2.2048 0.5816 -5.6184 0.1 -0.1 0.5
P -0.0789 0.3049 -4.2830 -3.0 6.1 -3.5
O 0.5047 1.2332 -3.2238 1.5 -3.6 1.4
N -1.6913 0.9717 -4.1455 -0.9 0.1 -0.1
C -2.0473 2.1881 -4.8642 0.2 0.0 -0.4
C -2.1295 1.1193 -2.7531 0.2 -0.3 0.1
N -0.7038 -1.0191 -5.3176 1.5 -2.5 2.0
C -2.0485 -1.0702 -5.8665 -0.6 0.4 0.2
C -0.4062 -2.3251 -4.6898 0.4 0.0 -0.1
H 0.3095 0.1872 -7.5245 0.0 0.0 0.0
H 1.0022 1.8128 -7.5076 0.2 0.0 0.2
H -0.6450 1.5947 -7.0284 -0.1 -0.1 0.2
H 2.3286 -0.4503 -5.9814 0.1 0.0 -0.1
H 2.6332 0.6388 -4.6155 -0.1 0.0 0.0
H 2.7973 1.2454 -6.2508 -0.1 0.0 -0.1
H -1.2832 2.9700 -4.7785 0.0 0.1 0.0
H -2.9930 2.5912 -4.4964 0.1 -0.1 0.2
H -2.2355 1.9841 -5.9198 0.2 0.0 0.0
H -1.7250 2.0220 -2.2846 0.0 0.0 0.1
H -1.8169 0.2589 -2.1558 0.0 0.1 0.0
H -3.2207 1.1574 -2.7074 0.0 0.0 -0.2
H -2.8270 -1.1107 -5.1011 0.0 0.1 -0.1
H -2.1453 -1.9672 -6.4865 0.4 -0.1 0.1
H -2.2421 -0.2328 -6.5339 0.0 0.2 0.2
H -1.0235 -2.4930 -3.7992 0.0 -0.2 -0.1
H 0.6454 -2.3640 -4.3830 0.0 0.0 0.0
H -0.5655 -3.1485 -5.3882 -0.1 0.1 0.0
C -1.1786 -2.6599 5.8571 0.2 0.0 -1.0
C -1.2885 -1.6795 6.5320 -0.2 1.1 1.0
C -1.5088 -0.3861 7.2647 0.0 -1.1 -0.9
N -1.5104 0.6875 6.2316 -1.1 -0.3 0.1
N -0.2268 1.3273 6.2459 1.0 0.2 0.3
C -2.5658 1.5877 6.6166 0.2 0.4 -0.2
O -2.6210 2.1867 7.6325 0.1 0.5 0.4
O -3.6083 1.7001 5.6884 0.4 -1.8 0.9
P -4.4118 0.2899 5.3884 -1.1 0.1 -2.1
O -5.1024 0.3688 4.0912 0.1 0.1 0.1
H -1.0608 -3.2921 4.9981 0.0 -0.3 0.6
H -0.7412 -0.2220 8.0320 -0.2 0.2 -0.2
H -2.5037 -0.4129 7.7354 0.4 -0.1 0.1
H 0.3931 0.7212 5.7034 -0.2 0.1 -0.1
H -0.2484 2.1948 5.7157 -0.3 -0.1 -0.1
H -5.4025 0.0511 6.3778 0.8 0.4 0.4
H -3.5302 -0.8200 5.3982 0.2 0.6 0.6
```
Positions in Å, forces in eV/Å.

***

Formula: C16H44AsF6N4NiO4
Source: OMol25
Level of theory: wB97M-V/def2-TZVPD

## Properties
HOMO energy (spin up / spin down): -12.48 / -13.04 eV
Net charge: +1
Kohn-Sham gap (spin up / spin down): 10.00 / 10.54 eV
Multiplicity: 3
LUMO level (spin up / spin down): -2.5 / -2.5 eV
Relative energy (zero: lowest compared OMol25 entry of this formula, charge and spin): 0.0 kJ/mol
<S²>: 2.00

```
76
Properties=species:S:1:pos:R:3:forces:R:3
Ni 0.2513 0.1761 -0.4520 0.5 -0.9 1.1
As -2.3420 -1.4206 -2.6154 -0.5 -0.7 0.0
F -3.2658 -2.3847 -3.6883 0.5 0.4 0.1
F -1.1551 -2.6540 -2.3083 -0.2 0.2 -0.3
F -1.3783 -0.3938 -1.4433 -0.6 -0.2 -0.1
F -3.3511 -0.0391 -2.7667 0.0 -0.1 0.0
F -3.2709 -2.0183 -1.2654 0.4 0.4 -0.2
F -1.3093 -0.7819 -3.8845 -0.2 -0.1 0.3
C 1.9891 -1.3572 -4.4144 -0.4 0.1 0.2
C 1.8272 -1.5142 -2.9018 -0.6 0.0 0.1
C 3.1465 -1.8670 -2.2414 0.4 0.2 0.4
O 2.9538 -2.3186 -0.9131 -0.6 -0.3 -0.2
C 4.1226 -2.6826 -0.2255 -0.1 -0.3 1.3
N 1.2170 -0.2531 -2.3345 1.3 0.2 -1.0
H 2.8173 -0.6937 -4.6760 0.2 -0.3 0.0
H 1.0944 -0.8825 -4.8219 -0.1 -0.2 0.0
H 2.0642 -2.3355 -4.8849 0.3 0.1 -0.1
H 1.0973 -2.3012 -2.6960 0.2 0.0 0.0
H 3.8420 -1.0161 -2.1790 -0.1 0.3 -0.4
H 3.6648 -2.6285 -2.8309 -0.1 -0.1 0.0
H 4.6114 -1.7965 0.1991 0.4 -0.1 -0.4
H 4.8046 -3.3606 -0.7435 0.0 0.4 -0.5
H 3.8138 -3.2746 0.6476 -0.2 0.2 -0.2
H 0.5220 0.0190 -3.0356 -0.4 -0.4 0.4
H 1.9429 0.4286 -2.5972 -0.1 0.1 0.7
C 2.6158 3.4854 0.9661 -0.4 0.2 0.3
C 1.4778 2.5351 0.6246 0.4 -0.3 -0.2
C 0.6916 3.0474 -0.5529 -0.8 -0.1 -0.7
O -0.0321 1.9799 -1.2098 0.3 1.0 -0.1
C -0.6999 2.4178 -2.3933 0.1 0.7 -0.1
N 2.0011 1.1842 0.2779 -0.8 0.4 0.2
H 3.3582 3.4905 0.1671 0.1 0.0 0.1
H 3.0644 3.1912 1.9151 0.2 0.0 -0.1
H 2.2625 4.5099 1.1038 -0.1 0.0 -0.1
H 0.7781 2.4342 1.4488 0.2 0.0 0.2
H 1.3392 3.4991 -1.3130 0.0 0.2 0.1
H -0.0603 3.7546 -0.1926 0.2 0.3 -0.1
H -1.1358 1.5774 -2.9219 0.0 -0.1 0.2
H 0.0138 2.9466 -3.0349 0.0 -0.2 -0.1
H -1.4708 3.1464 -2.1285 -0.1 -0.2 0.0
H 2.6446 1.2960 -0.4996 0.3 -0.2 0.2
H 2.4879 0.8084 1.0838 0.2 -0.1 -0.2
C -3.5682 0.6102 0.8323 -0.6 -0.3 -0.5
C -2.3709 1.5327 0.8482 0.5 -0.5 0.6
C -2.5749 2.5845 1.9429 -0.1 0.2 -0.5
O -1.3385 3.2072 2.2596 -0.2 0.0 0.0
C -1.5233 4.3087 3.1240 0.2 0.6 0.3
N -1.1084 0.7433 1.1247 -0.1 0.7 1.2
H -3.6570 0.0487 -0.0955 0.2 0.0 0.0
H -4.5211 1.1361 0.9354 0.2 0.2 0.1
H -3.5186 -0.1119 1.6494 0.1 0.1 0.1
H -2.1831 2.0352 -0.0995 -0.3 0.0 0.0
H -3.0505 2.1475 2.8293 0.2 -0.1 0.1
H -3.2620 3.3454 1.5531 -0.1 -0.1 0.0
H -0.5819 4.8497 3.2144 0.1 -0.2 0.0
H -1.8454 4.0147 4.1260 0.0 -0.2 0.0
H -2.2506 5.0298 2.7397 -0.1 -0.2 -0.2
H -0.7226 1.2826 1.9082 0.7 0.1 -0.6
H -1.2969 -0.0863 1.6921 -0.7 -0.3 -0.5
C -0.1956 -3.8900 0.3472 0.0 0.4 -0.8
C -0.6011 -2.5496 0.9525 0.4 -0.8 0.7
C -0.8767 -2.8066 2.4420 -0.2 0.5 -0.4
O -1.2852 -1.5916 3.0520 0.2 0.3 0.3
C -1.4742 -1.7610 4.4545 0.2 -0.8 -0.1
N 0.5250 -1.5619 0.8037 0.0 -0.3 0.3
H -0.9368 -4.6546 0.5708 0.1 -0.1 -0.1
H 0.7986 -4.2128 0.6648 -0.1 0.0 0.5
H -0.0988 -3.7709 -0.7325 -0.3 -0.2 0.0
H -1.5049 -2.1353 0.5068 0.0 -0.1 -0.2
H 0.0341 -3.2128 2.9034 0.1 0.1 0.2
H -1.6722 -3.5409 2.5924 0.0 -0.1 -0.3
H -1.8837 -0.8785 4.9369 0.1 0.2 -0.4
H -0.5123 -2.0282 4.9059 -0.1 0.1 0.2
H -2.1644 -2.5965 4.6182 0.0 0.1 0.1
H 0.8430 -1.4431 1.7673 0.0 0.7 -0.2
H 1.3333 -1.9964 0.3620 -0.1 -0.3 -0.3
```
Positions in Å, forces in eV/Å.